Computed, not measured: a structure of composition C15H24BeBr2Cl4LiMgN2O15P2Rb in a non-equilibrium geometry, with wB97M-V/def2-TZVPD.

The geometry in ORCA input format:
```
! wB97M-V def2-TZVPD RIJCOSX def2/J DEFGRID3
* xyz 0 1
C -4.0775 -1.2613 2.0196
C -2.6426 -0.6463 1.6749
Br -1.2118 -1.8095 0.9622
C -2.4042 0.7199 1.9026
Br -3.9522 1.7478 2.6794
C -1.0330 1.5029 1.6435
P 0.3327 1.4226 2.9643
C -0.2461 0.3923 4.4487
O 0.6112 3.0034 3.6281
C -1.5602 3.0361 1.4466
N -0.4238 3.7743 0.7727
C 0.5182 2.8010 0.2401
O 1.6700 3.0313 -0.1589
C -0.2830 1.3752 0.2342
O -1.0355 1.1236 -0.9545
H -4.2790 -1.1795 3.1451
H -4.2099 -2.3344 1.6756
H -4.9082 -0.6588 1.4969
H -1.2674 0.7335 4.8599
H -0.2364 -0.7320 4.2207
H 0.4999 0.5297 5.3148
H -0.0833 3.1814 4.3115
H -2.4096 3.1903 0.6609
H -1.6556 3.5401 2.4799
H -0.0424 4.5805 1.2846
H 0.6061 0.6516 0.3516
H -0.4845 0.4937 -1.4851
Rb -3.6225 4.7097 1.5649
C 1.3199 -2.8514 -2.9395
C 2.4831 -1.9106 -2.6950
C 1.8343 -0.5537 -2.8653
O 0.4571 -0.6927 -2.4585
C 0.1619 -2.0970 -2.3178
H 1.4598 -3.8436 -2.5081
H 1.1563 -2.9655 -4.0158
H 2.8428 -2.0256 -1.6670
H 3.3245 -2.0676 -3.3704
H 1.8372 -0.2341 -3.9095
H 2.3171 0.2217 -2.2649
H 0.0755 -2.3145 -1.2473
H -0.7927 -2.3227 -2.7968
C 1.2850 3.0436 -3.8279
O 2.1631 3.1214 -4.8132
H 0.4784 3.8019 -3.8013
H 0.6910 2.1082 -3.7246
H 1.6903 3.1356 -2.7975
Li 0.1430 0.6970 -4.4928
C 1.5314 -0.3829 -7.8423
O 2.4126 -1.2152 -8.1639
O 1.3367 0.5490 -8.8123
O 0.8369 -0.2907 -6.8059
H 2.0134 0.1517 -9.3953
Be 3.2079 3.9979 -2.8045
C 3.5586 3.1559 6.0012
Cl 3.0154 4.6761 5.2593
Cl 5.3236 3.1826 6.1795
Cl 2.8037 2.9741 7.5983
Cl 3.0887 1.7896 4.9665
O -3.4074 -4.4431 5.5914
P -4.7783 -3.8132 5.3288
O -5.7242 -4.1719 6.4769
O -5.3498 -4.3516 4.0136
O -4.6298 -2.2888 5.2300
Mg 1.1548 -1.7028 2.1009
N 1.6278 -6.7484 -2.4492
O 2.4027 -6.1770 -3.2315
O 1.5303 -7.9800 -2.4636
O 0.9481 -6.0804 -1.6494
*
```

Kohn-Sham gap, eV: 1.58
HOMO energy, eV: -7.435
LUMO energy, eV: -5.85

***

Computed, not measured: a structure of composition C73H73MgN8O7, with wB97M-V/def2-TZVPD.

The geometry in ORCA input format:
```
! wB97M-V def2-TZVPD RIJCOSX def2/J DEFGRID3
* xyz -1 1
Mg 0.0602 -0.0076 -0.8162
C 0.1739 -6.2434 -6.6599
C -0.3966 -5.6471 -5.3630
C 0.4011 -6.1419 -4.1494
C -1.8440 -6.1369 -5.2163
C -0.4899 -4.1012 -5.4222
O -1.5197 -3.5715 -5.7991
N 0.5104 -3.2983 -4.9255
C 1.9043 -3.4766 -4.7953
C 2.6561 -3.9933 -5.8479
C 4.0213 -4.1815 -5.7198
C 4.6505 -3.8436 -4.5309
C 3.9213 -3.2480 -3.5146
C 2.5533 -3.0182 -3.6444
C 1.8773 -2.1285 -2.6592
C 1.6885 -2.5368 -1.3326
C 2.1300 -3.7841 -0.7575
C 1.8384 -3.7155 0.5662
C 1.1680 -2.4479 0.7760
N 1.0970 -1.7698 -0.3872
C 0.5735 -2.0779 2.0002
C -0.3367 -1.0045 2.1091
C -1.3035 -0.7774 3.1636
C -1.9769 0.3540 2.8370
C -1.3558 0.8647 1.6368
C -1.5270 2.1666 1.1263
C -0.6736 2.7210 0.1704
N 0.3346 2.0474 -0.4465
C 1.0419 2.9450 -1.1560
C 2.0299 2.6348 -2.1261
C 1.8904 1.3711 -2.8115
C 2.0363 1.1028 -4.2242
C 1.9338 -0.2445 -4.3840
C 1.7183 -0.7941 -3.0683
N 1.6222 0.2300 -2.1628
C 3.1944 3.5039 -2.3810
C 4.0024 3.3403 -3.5251
C 5.1763 4.0310 -3.7406
C 5.6749 4.8742 -2.7595
C 4.9526 5.0117 -1.5928
C 3.7161 4.3987 -1.4064
N 3.1047 4.5673 -0.1471
C 2.9045 5.6473 0.6662
O 2.7171 5.4431 1.8567
C 2.7651 7.1004 0.1459
C 2.6237 7.3142 -1.3650
C 1.4733 7.6166 0.8055
C 3.9451 7.9176 0.6899
C 0.4542 4.2668 -0.9968
C -0.6327 4.1189 -0.2048
C -2.5509 3.0504 1.7523
C -3.7578 3.2960 1.1129
C -4.7254 4.1023 1.6940
C -4.4796 4.6868 2.9265
C -3.2770 4.4665 3.5809
C -2.3097 3.6500 3.0024
N -1.0523 3.4336 3.5917
C -0.6729 3.5684 4.8925
O -1.4049 3.9966 5.7687
C 0.7691 3.1190 5.2000
C 1.3861 4.1592 6.1400
C 0.6577 1.7730 5.9306
C 1.6546 2.9626 3.9593
N -0.4112 -0.0029 1.2012
C 1.0660 -2.7376 3.2389
C 2.4260 -2.6056 3.5299
C 2.9548 -3.0220 4.7392
C 2.1113 -3.5599 5.7010
C 0.7734 -3.7691 5.4104
C 0.2569 -3.4006 4.1692
N -1.0348 -3.7723 3.7358
C -2.0673 -4.2928 4.4557
O -2.1016 -4.3294 5.6730
C -3.2018 -4.9187 3.6279
C -3.0370 -6.4338 3.8322
C -4.5374 -4.4702 4.2261
C -3.1624 -4.5897 2.1359
H -0.1322 -7.2876 -6.7474
H 1.2611 -6.2252 -6.6614
H -0.1933 -5.7057 -7.5361
H 0.3151 -7.2288 -4.0874
H 0.0043 -5.7086 -3.2294
H 1.4570 -5.8928 -4.2194
H -1.8650 -7.2274 -5.1667
H -2.4478 -5.8078 -6.0595
H -2.2940 -5.7401 -4.3056
H 0.1802 -2.3670 -4.7017
H 2.1573 -4.1999 -6.7831
H 4.5972 -4.5572 -6.5561
H 5.7157 -3.9963 -4.4116
H 4.4137 -2.9147 -2.6095
H 2.6111 -4.5877 -1.2939
H 2.0142 -4.4662 1.3210
H -1.4817 -1.3999 4.0236
H -2.7932 0.8111 3.3746
H 2.0757 1.8376 -5.0125
H 1.9989 -0.7820 -5.3173
H 3.7115 2.6179 -4.2649
H 5.7201 3.8775 -4.6641
H 6.6299 5.3691 -2.8796
H 5.3553 5.5887 -0.7714
H 2.8276 3.7023 0.3012
H 1.9555 6.5835 -1.8230
H 3.5723 7.2761 -1.8903
H 2.1968 8.3058 -1.5326
H 0.6043 7.0866 0.4096
H 1.3557 8.6837 0.6088
H 1.5093 7.4519 1.8799
H 4.8834 7.6378 0.2089
H 4.0405 7.7592 1.7641
H 3.7745 8.9795 0.5014
H 0.7887 5.1660 -1.4885
H -1.3361 4.8772 0.1024
H -3.9495 2.8143 0.1609
H -5.6751 4.2546 1.1970
H -5.2303 5.3197 3.3825
H -3.0747 4.9166 4.5400
H -0.3868 3.0096 2.9652
H 0.7065 4.3665 6.9648
H 1.5741 5.0942 5.6074
H 2.3330 3.7898 6.5376
H 0.0710 1.8809 6.8436
H 1.6538 1.4055 6.1864
H 0.1750 1.0294 5.2965
H 1.6650 3.8727 3.3551
H 1.3515 2.1155 3.3349
H 2.6789 2.7639 4.2794
H 3.0654 -2.1464 2.7872
H 4.0136 -2.9109 4.9355
H 2.4967 -3.8385 6.6734
H 0.1193 -4.2227 6.1362
H -1.1884 -3.6068 2.7526
H -3.1193 -6.6772 4.8911
H -2.0588 -6.7715 3.4814
H -3.8068 -6.9807 3.2841
H -4.5361 -4.6356 5.3020
H -5.3594 -5.0311 3.7781
H -4.7056 -3.4063 4.0455
H -2.2712 -4.9976 1.6537
H -3.2122 -3.5118 1.9601
H -4.0283 -5.0408 1.6484
C -5.6654 -3.7983 -0.6143
O -6.0377 -2.5723 -1.1989
C -5.0427 -1.6776 -1.4480
C -5.4685 -0.4753 -2.0541
C -4.5366 0.4759 -2.3608
C -3.1662 0.2977 -2.0896
C -2.1697 1.2526 -2.5017
C -2.6019 2.5978 -3.0615
O -0.9568 1.0264 -2.4356
C -2.7267 -0.9049 -1.4314
O -1.5233 -1.1115 -1.0865
C -3.7247 -1.8890 -1.1490
H -6.5825 -4.3742 -0.5092
H -5.2154 -3.6575 0.3736
H -4.9626 -4.3492 -1.2463
H -6.5196 -0.3518 -2.2767
H -4.8720 1.3887 -2.8382
H -3.2324 2.4856 -3.9444
H -1.7047 3.1523 -3.3299
H -3.1516 3.1611 -2.3054
H -3.3758 -2.8075 -0.6942
*
```

Kohn-Sham gap (alpha / beta), eV: 5.23 / 5.11
HOMO energy (alpha / beta), eV: -4.362 / -4.242
LUMO energy (alpha / beta), eV: 0.87 / 0.86

***

Computed, not measured: a cluster of 2 separate species, C6H12N2 in total in a non-equilibrium geometry, with wB97M-V/def2-TZVPD.

The geometry in ORCA input format:
```
! wB97M-V def2-TZVPD RIJCOSX def2/J DEFGRID3
* xyz 0 1
C 1.2082 -1.8675 1.9238
C 0.2261 -1.4585 0.8913
C -0.9656 -0.7943 1.0985
N -1.5840 -0.7788 -0.1359
C -0.8149 -1.5550 -0.9585
N 0.3421 -1.8777 -0.4179
H 0.9630 -2.8063 2.4279
H 1.2901 -1.1629 2.7561
H 2.1497 -2.0541 1.4130
H -1.1920 -0.4599 2.0952
H -2.0758 0.0298 -0.5031
H -0.9474 -1.5412 -2.0288
C 0.3985 1.4240 -1.5930
C -0.1020 2.6263 -0.6994
H 1.4353 1.6239 -1.8530
H 0.5929 0.7826 -0.7214
H -0.2898 1.0801 -2.3369
H -1.1841 2.7567 -0.8065
H 0.4496 3.5530 -0.9071
H 0.1003 2.4798 0.3558
*
```

Kohn-Sham gap, eV: 9.53
HOMO energy, eV: -8.652
LUMO energy, eV: 0.87
Structure (SMILES): Cc1c[nH]cn1.CC

***

Computed, not measured: a structure of composition C3H2CuO2 in a non-equilibrium geometry, with wB97M-V/def2-TZVPD.

The geometry in ORCA input format:
```
! wB97M-V def2-TZVPD RIJCOSX def2/J DEFGRID3
* xyz 1 1
O 1.5576 -1.3572 0.0872
C 0.4594 -1.0588 -0.3228
C -0.4852 0.4098 1.0726
H -0.0773 0.6940 2.0480
C -0.1231 0.4097 -0.2791
O -1.5838 0.7467 0.5156
H -0.1120 -1.6911 -1.0376
Cu 0.3643 1.8469 -2.0838
*
```

Kohn-Sham gap, eV: 7.97
HOMO energy, eV: -14.416
LUMO energy, eV: -6.45

***

Computed, not measured: a cluster of 12 separate species, C22H68N6O12 in total in a non-equilibrium geometry, with wB97M-V/def2-TZVPD.

The geometry in ORCA input format:
```
! wB97M-V def2-TZVPD RIJCOSX def2/J DEFGRID3
* xyz 0 1
N -7.9042 -17.5280 -8.5219
C -8.7625 -17.2623 -9.5086
N -9.7503 -16.6289 -9.0727
O -8.7420 -17.5460 -10.8812
H -7.1520 -18.1496 -8.7649
H -7.7794 -16.8376 -7.7206
H -10.4565 -16.3412 -9.7707
H -9.9277 -16.4321 -8.0649
N -9.9052 -16.4179 -6.3163
C -9.0666 -15.5221 -6.0988
N -7.8655 -15.8761 -6.5511
O -9.2454 -14.3002 -5.5208
H -10.8133 -16.4899 -5.8897
H -9.5467 -17.2851 -6.5730
H -7.4936 -15.0043 -7.0357
H -7.1657 -16.1311 -5.8815
N -13.8570 -15.4025 -6.0566
C -13.2587 -16.0411 -5.2003
N -12.6949 -17.1403 -5.6874
O -13.1580 -15.6329 -3.8637
H -14.1819 -14.5211 -5.6852
H -14.0188 -15.5411 -7.0802
H -12.1096 -17.5428 -4.9603
H -12.7016 -17.4828 -6.6071
C -11.5259 -19.5482 -9.8636
C -12.4658 -18.8357 -8.8575
C -12.2639 -19.6268 -7.5841
O -12.2323 -17.6335 -8.5377
H -11.9652 -20.5948 -10.0676
H -10.5865 -19.8289 -9.4710
H -11.2721 -19.0471 -10.8371
H -13.4968 -18.7969 -9.2174
H -11.3055 -19.5487 -7.1615
H -12.5818 -20.5980 -7.7180
H -12.8925 -19.2467 -6.8109
H -11.2717 -17.5734 -8.5105
C -8.2539 -12.0072 -7.0742
C -7.3232 -12.6730 -8.0746
C -6.0253 -11.8729 -8.2889
O -7.0224 -13.8402 -7.8036
H -9.1230 -12.6049 -6.9155
H -8.4395 -10.9458 -7.3290
H -7.7017 -12.0394 -6.1057
H -7.9046 -12.6159 -8.9869
H -5.4816 -11.5290 -7.3948
H -6.3323 -10.9863 -8.8292
H -5.3322 -12.4132 -8.8868
H -6.2700 -14.1089 -8.3699
C -11.1206 -12.9416 -9.4774
C -11.4257 -13.9779 -8.4823
C -11.8571 -13.2885 -7.2368
O -12.2826 -14.8075 -8.7508
H -11.0066 -13.2863 -10.4646
H -10.1926 -12.4192 -9.2998
H -11.8716 -12.2374 -9.6368
H -10.4986 -14.5536 -8.3667
H -12.9404 -13.0324 -7.1987
H -11.3515 -12.3309 -7.0054
H -11.6003 -13.8712 -6.3677
H -12.1047 -15.5871 -8.1981
C -9.9273 -11.5123 -3.9438
C -10.2536 -10.4046 -2.9692
C -11.1314 -10.9664 -1.7677
O -9.2819 -9.8623 -2.4507
H -9.8368 -11.1440 -4.9659
H -10.6424 -12.3021 -4.0741
H -8.9620 -12.0627 -3.7258
H -10.8489 -9.6958 -3.4743
H -12.0027 -11.3700 -2.0836
H -11.3007 -10.1057 -1.1843
H -10.4961 -11.6435 -1.1974
H -8.6509 -9.6827 -3.1120
C -6.8843 -16.3959 -3.5246
C -5.7141 -17.1188 -4.2107
C -5.5159 -18.4998 -3.5935
O -5.8153 -17.1463 -5.4381
H -6.9534 -15.4811 -4.0399
H -6.6294 -16.2956 -2.4662
H -7.8567 -16.9130 -3.6844
H -4.7550 -16.5818 -3.9957
H -4.7565 -19.0464 -4.0703
H -6.3524 -19.1223 -3.7345
H -5.3139 -18.5042 -2.5161
H -5.0358 -17.4650 -5.7830
C -8.2235 -19.2483 -5.5691
O -8.8657 -19.7141 -6.7149
H -7.2151 -19.6227 -5.6507
H -8.5306 -19.8568 -4.6647
H -8.3247 -18.1822 -5.4331
H -8.4691 -19.3157 -7.5137
C -11.0184 -19.4159 -3.7445
O -10.6838 -18.1382 -4.1278
H -11.7030 -19.4651 -3.0007
H -10.2170 -20.0400 -3.3765
H -11.3385 -19.8772 -4.6802
H -10.3499 -17.6708 -3.4068
C -5.3560 -13.4409 -5.1548
O -4.7267 -14.1031 -4.1147
H -5.0164 -13.9608 -6.0333
H -5.2552 -12.3404 -5.2760
H -6.4442 -13.5851 -5.1952
H -3.8583 -14.3355 -4.4475
C -10.2852 -14.9225 -2.7029
O -10.8316 -16.0332 -2.1562
H -9.2421 -15.0421 -2.7776
H -10.4240 -14.0719 -2.1166
H -10.6911 -14.6561 -3.6397
H -11.7813 -16.0080 -2.3724
*
```

Kohn-Sham gap, eV: 8.93
HOMO energy, eV: -9.159
LUMO energy, eV: -0.23
Structure (SMILES): NC(N)=O.NC(N)=O.NC(N)=O.CC(C)O.CC(C)O.CC(C)O.CC(C)O.CC(C)O.CO.CO.CO.CO

***

Computed, not measured: a structure of composition C27H29FeN5O5Se2 in a non-equilibrium geometry, with wB97M-V/def2-TZVPD.

The geometry in ORCA input format:
```
! wB97M-V def2-TZVPD RIJCOSX def2/J DEFGRID3
* xyz -2 5
Fe -0.2916 -0.2988 0.1234
O 3.8926 -3.7071 3.4532
C 3.0240 -3.9846 2.4224
O 3.1681 -4.9898 1.7907
C 1.9783 -2.9675 2.2818
C 1.3045 -2.3401 3.3272
N 0.4445 -1.4787 2.7838
N 0.5235 -1.4911 1.4634
C 1.4435 -2.3820 1.1116
C 1.8279 -2.4199 -0.3651
O 2.7146 -3.1708 -0.7499
O 1.1706 -1.5895 -1.0569
H 3.6866 -2.8413 3.8313
H 1.3508 -2.5020 4.3877
H -0.2844 -0.9033 3.2127
Se -1.9862 -3.4327 2.3440
Se -1.8490 0.8609 2.7063
C -1.2632 2.4804 1.9887
C -0.8331 3.5350 2.8030
C -0.4031 4.6971 2.2009
C -0.4390 4.7871 0.8120
C -0.8952 3.6856 0.1017
N -1.3073 2.5740 0.6705
C -1.5490 -3.5808 0.5450
C -1.2566 -4.8569 0.0485
C -1.0382 -5.0213 -1.2951
C -1.1852 -3.9199 -2.1345
C -1.4457 -2.6947 -1.5571
N -1.5853 -2.5074 -0.2463
H -0.8077 3.4056 3.8753
H -0.0281 5.5240 2.7977
H -0.1190 5.6854 0.3009
H -0.9371 3.6852 -0.9827
H -1.1921 -5.6782 0.7462
H -0.7777 -5.9924 -1.6936
H -1.0766 -4.0039 -3.2068
H -1.5450 -1.8071 -2.1674
C 3.3727 0.4054 1.0412
C 2.3048 1.5290 0.9953
C 2.4472 2.3853 2.2760
C 2.5688 2.4140 -0.2415
O 1.0587 0.9879 0.9756
H 4.3820 0.8136 1.0929
H 3.2826 -0.2187 0.1547
H 3.1971 -0.2195 1.9160
H 3.4469 2.8094 2.3590
H 2.2334 1.7664 3.1464
H 1.7138 3.1867 2.2484
H 3.5784 2.8287 -0.2181
H 1.8470 3.2293 -0.2794
H 2.4443 1.8039 -1.1335
C 0.1739 1.5250 -3.7193
C -1.2674 1.1680 -3.5229
C -2.1737 1.2119 -4.5561
C -3.5143 0.9027 -4.3617
C -3.9582 0.6017 -3.0769
C -3.0958 0.5511 -2.0068
C -3.5629 0.2898 -0.6166
C -1.6848 0.7609 -2.2111
N -0.8146 0.5735 -1.2640
H 0.4599 1.4908 -4.7722
H 0.7896 0.8417 -3.1363
H 0.3698 2.5329 -3.3446
H -1.8308 1.4824 -5.5492
H -4.2039 0.9028 -5.1980
H -5.0118 0.3947 -2.9189
H -4.6142 0.0106 -0.5888
H -3.4105 1.1816 -0.0071
H -2.9618 -0.5016 -0.1569
*
```

Kohn-Sham gap (alpha / beta), eV: 5.47 / 5.26
HOMO energy (alpha / beta), eV: -1.316 / -1.313
LUMO energy (alpha / beta), eV: 4.15 / 3.94

***

Computed, not measured: a structure of composition C6H11InO4 in a non-equilibrium geometry, with wB97M-V/def2-TZVPD.

The geometry in ORCA input format:
```
! wB97M-V def2-TZVPD RIJCOSX def2/J DEFGRID3
* xyz 3 2
In 3.7916 0.2173 2.0623
C 1.4027 -4.2972 0.9454
C 1.5334 -2.7912 0.6560
O 2.7920 -2.1346 0.5201
H 0.4086 -4.7362 1.0298
H 2.0355 -4.8162 1.6654
H 1.8663 -4.7261 0.0570
H 0.9753 -2.1905 1.3743
H 1.0140 -2.6780 -0.2955
C -2.8100 2.3541 -0.2660
C -1.4946 1.8036 -0.7682
C -0.5625 2.8393 -1.4730
O 0.6386 2.3337 -0.9144
C 0.4086 1.4644 0.0870
O 1.2676 1.0877 0.9334
O -0.8022 1.1937 0.2243
H -3.4324 2.7157 -1.0845
H -2.7924 3.1490 0.4796
H -3.4716 1.6232 0.1989
H -1.6101 1.0001 -1.4957
H -0.7646 3.9078 -1.3980
H -0.3935 2.6803 -2.5380
*
```

Kohn-Sham gap (alpha / beta), eV: 5.15 / 5.37
HOMO energy (alpha / beta), eV: -21.873 / -22.025
LUMO energy (alpha / beta), eV: -16.73 / -16.66

***

Computed, not measured: the molecule C9H14N2O3 in a non-equilibrium geometry, with wB97M-V/def2-TZVPD.

The geometry in ORCA input format:
```
! wB97M-V def2-TZVPD RIJCOSX def2/J DEFGRID3
* xyz 0 1
C 2.2897 1.4874 0.8353
C 2.4233 1.0006 -0.6045
C 1.1173 0.1831 -1.0402
C -0.0232 0.9949 -0.9949
N -0.7671 1.8375 -1.2009
O -1.5928 2.6302 -1.5266
C 1.0832 -1.1604 -0.3732
C 0.0068 -1.7519 0.0362
N -1.2673 -1.2070 -0.1982
C -1.9877 -1.8974 -1.3495
C -1.8841 -0.2953 0.5585
O -3.0577 0.0456 0.4300
C -1.0207 0.0863 1.8650
O -1.7595 1.0215 2.6590
H 1.5812 2.2794 0.8761
H 3.3213 1.9603 1.2245
H 2.0461 0.6571 1.5432
H 3.2295 0.2148 -0.7090
H 2.7154 1.7391 -1.3488
H 1.2250 0.0612 -2.1579
H 2.0680 -1.7154 -0.1912
H -0.0409 -2.8515 0.3855
H -3.0013 -1.9535 -1.0901
H -1.7409 -1.4205 -2.3034
H -1.7318 -3.0524 -1.2630
H -0.0567 0.6204 1.5870
H -0.6546 -0.7830 2.3726
H -2.5207 1.2687 1.9786
*
```

Kohn-Sham gap, eV: 9.63
HOMO energy, eV: -9.138
LUMO energy, eV: 0.49
Structure (SMILES): CC[C@H](C#[N+][O-])/C=C\N(C)C(=O)CO